one | 51
Properties=species:S:1:pos:R:3 method="wB97M-V/def2-TZVPD" homo_lumo_gap_ev=8.37 lumo_ha=-0.0179 homo_energy_ev=-8.86 smiles="CC(=O)NCCCCc1ccc2c(c1)C(=O)NC2=O.COCCOC"
H 2.62895 -2.33186 -3.91396
H 5.15798 0.20793 -2.18855
C -4.44283 1.57793 2.17031
C 5.25417 -0.47664 0.17793
H -3.93281 4.92802 4.38668
C 0.05315 -2.40040 -0.70407
O -2.95829 1.43293 -1.25030
H 3.39214 0.16335 -2.48539
H -2.53827 1.36924 3.12006
C -0.30511 0.04318 -2.38381
H -3.56124 3.57624 5.47703
C 2.31873 -2.95213 -1.80382
H -3.88974 1.44164 4.26066
H -5.03819 3.54554 4.47091
H 1.59792 -0.54486 -3.31809
H 3.55672 0.35634 -0.30881
C 4.22897 -0.42463 -2.04489
H -0.45590 0.96001 -2.99612
H 1.97799 -4.02344 -1.73778
H 7.37045 -1.01989 0.52111
C -2.57346 0.35352 -0.90352
C 4.51819 -1.79418 -2.75407
H -6.84890 3.80792 2.17986
H 0.15512 -3.30932 -0.07214
H 3.64257 -3.69652 -3.36832
C -1.10274 -1.54950 -0.54643
H 2.91942 -2.78550 -0.86306
C 0.86825 -0.83478 -2.53465
O -5.74121 2.11063 2.42119
H 6.30390 -2.35525 -0.14928
H -4.03808 1.96583 1.23049
O 5.28186 0.19656 1.19438
O -3.23267 3.24924 3.46360
C 6.54916 -1.26144 -0.19784
N -3.20987 -0.54414 0.03033
C -2.33508 -1.64163 0.39940
C -1.26222 -0.33594 -1.36920
C -3.98871 3.84525 4.50535
H -5.11869 4.02389 1.85490
C -3.49651 1.85595 3.32659
H -3.96723 -1.00320 -0.49479
H 4.97217 -1.54794 -3.75870
N 4.02327 -0.52484 -0.55925
H 5.26327 -2.43577 -2.22678
H -4.55710 0.49674 2.06428
C -5.96360 3.33988 1.74755
O -2.47264 -2.45430 1.26437
C 1.06754 -2.01783 -1.70827
H 6.82652 -1.04532 -1.26212
C 3.25060 -2.68709 -3.04849
H -6.14789 3.15059 0.68548

---

two | 51
Properties=species:S:1:pos:R:3 method="wB97M-V/def2-TZVPD" homo_lumo_gap_ev=9.28 lumo_ha=0.0217 homo_energy_ev=-8.69 smiles="CCOC(=O)c1[nH]c(C)c(C(=O)OCC(=O)N2CCCC[C@@H]2C)c1C"
H 2.04165 0.07072 -1.03399
H -5.97016 -1.87648 1.14100
C -2.78188 0.16345 0.23635
H -5.29250 -2.91073 -0.99808
C -6.09848 -1.32236 0.20553
C -2.05693 3.50632 -1.02518
O -3.60990 -1.94854 0.93613
C 4.71853 -1.50000 0.10493
O 0.79949 3.01150 -0.25109
C 3.60137 0.38645 1.09633
C 3.04175 -0.31915 -1.23462
H -2.32490 3.45666 -2.08058
H -1.33884 -1.76041 1.38865
C -3.79294 -0.85428 0.45730
C -6.18351 -2.28857 -0.96750
H -6.26612 -1.74142 -1.90391
H 3.75838 -3.16091 1.10817
H 4.77962 0.27960 -2.38192
H 2.03044 -1.72713 -2.51298
C 2.71891 -2.76040 -0.74063
H 0.10810 -1.29555 0.47231
C 2.89268 -1.72279 -1.84482
H -1.08342 3.97691 -0.93143
C 0.43132 1.94130 0.18161
H -0.17153 -0.59601 2.05593
C 3.76228 0.62131 -2.20483
O -5.01096 -0.41191 0.05720
H 3.80555 1.63348 -1.81168
O 1.26850 1.08596 0.80132
C -2.00527 2.14504 -0.44021
H 1.88915 -2.45756 -0.09913
C -0.66652 -0.94177 1.15070
H 3.77357 -1.97183 -2.43955
C -0.93029 1.42653 0.08963
H 5.39987 -1.41823 -0.74693
H -4.03075 1.61895 -0.63260
H 2.46982 -3.73224 -1.16779
H 2.65474 2.09059 1.93914
O 4.25843 0.25838 2.11329
H 5.29171 -1.36804 1.02297
C 2.60208 1.54064 0.99290
H 2.87418 2.22460 0.18009
C -1.42644 0.16556 0.52200
H -7.05469 -2.92652 -0.85056
C 4.00291 -2.85702 0.09060
N -3.09793 1.37309 -0.34136
H -6.98954 -0.69329 0.26459
H -2.80383 4.11246 -0.51361
H 3.23311 0.64359 -3.15412
N 3.75711 -0.41790 0.02835
H 4.67539 -3.60538 -0.33088

---

Question: which arrangement is favored energetically? Ranking from most to least stable: two, one.